# 1
Entry from OMol25: the molecule CH2ClNOP2 in a non-equilibrium geometry (wB97M-V/def2-TZVPD).

Last column: natural (NBO) charge in e.
Geometry (Å):
C -1.72776 0.10057 1.72387  0.346
N 1.06092 0.61954 0.99459  -1.123
O -2.62780 0.84890 1.65652  -0.463
P -0.13740 -0.00521 0.22045  0.969
P 0.61918 -0.74574 -1.72651  -0.075
Cl -1.17488 -0.76350 3.09420  0.035
H 0.84714 1.12880 1.86697  0.376
H -0.36265 -1.60702 -1.45842  -0.064

For the total energy, the calculation gives -1312.0807 hartree. The value obtained for the HOMO-LUMO gap (alpha / beta) is 6.659 / 6.657 eV. The value obtained for the HOMO energy (alpha / beta) is -8.261 / -8.259 eV. Its SMILES is [H]/N=P(=P\[H])\C(=O)Cl. The calculation puts the LUMO energy (alpha / beta) at -0.0589 / -0.0589 hartree. For the energy above the lowest of the compared OMol25 structures with the same formula, charge and spin, the calculation gives 2.4918 eV.

***

# 2
Entry from OMol25: a cluster of 7 separate species, C4H18O9 in total in a non-equilibrium geometry (wB97M-V/def2-TZVPD).

Last column: natural (NBO) charge in e.
Geometry (Å):
O -1.25219 -0.58479 -2.23697  -0.571
C -1.84066 -0.06915 -1.34389  0.837
O -2.80286 0.88953 -1.42973  -0.719
C -1.63849 -0.33809 0.12652  -0.537
C -1.17524 -1.73827 0.52903  -0.520
C -0.55459 -1.63812 1.89547  0.497
O 0.54434 -2.09287 2.13851  -0.603
H -2.59329 1.53794 -2.11234  0.497
H -0.97792 0.37920 0.59561  0.275
H -2.60521 -0.16230 0.59056  0.228
H -0.48478 -2.16767 -0.18801  0.240
H -2.01264 -2.44053 0.56580  0.236
H -1.14981 -1.23638 2.72559  0.146
H 0.67337 1.26861 2.87189  0.470
H -0.35438 1.98949 2.06051  0.505
O -0.20382 1.12192 2.47763  -0.975
H 1.66898 -3.02605 1.13520  0.494
H 2.99234 -3.04469 0.25413  0.474
O 2.09786 -3.39626 0.33536  -0.979
H -0.23403 1.86517 -2.85258  0.471
H 0.82430 1.68092 -1.83164  0.513
O -0.13120 1.91603 -1.89342  -1.004
H 2.69451 0.37354 -2.81117  0.481
H 2.97439 0.70153 -1.42225  0.498
O 2.44059 1.03849 -2.15488  -0.954
H 1.48160 -1.48314 -0.01481  0.491
H 1.89623 -0.49190 0.96751  0.470
O 1.95391 -0.63012 0.01310  -0.975
H -1.46728 3.11602 0.18648  0.483
H -0.03876 3.29546 0.06717  0.490
O -0.72529 3.36651 0.75562  -0.956

For the total energy, the calculation gives -840.3778 hartree. The value obtained for the HOMO-LUMO gap is 10.623 eV. The value obtained for the HOMO energy is -10.317 eV. Its SMILES is O=CCCC(=O)O.O.O.O.O.O.O. The calculation puts the LUMO energy at 0.0112 hartree. For the energy above the lowest of the compared OMol25 structures with the same formula, charge and spin, the calculation gives 0.0000 eV.

***

# 3
Entry from OMol25: a structure of composition C4H8O2 (wB97M-V/def2-TZVPD).

Last column: natural (NBO) charge in e.
Geometry (Å):
C -0.11977 1.94249 0.59840  -0.653
C 0.59710 0.78054 -0.06544  0.043
O 0.81744 -0.23877 0.69292  -0.490
C 0.33273 -1.95646 0.01284  -0.245
C -0.85636 -1.55899 -0.56901  0.161
O -0.80025 -0.67484 -1.51393  -0.576
H 0.61838 2.47827 1.20873  0.223
H -0.89167 1.56339 1.27476  0.225
H -0.56030 2.65586 -0.10408  0.215
H -0.25829 0.25291 -1.01708  0.354
H 1.38363 1.03386 -0.80084  0.162
H 0.31314 -2.53210 0.93333  0.214
H 1.24200 -2.01019 -0.57299  0.216
H -1.81777 -1.73600 -0.07763  0.153

For the total energy, the calculation gives -307.5545 hartree. The value obtained for the HOMO-LUMO gap (alpha / beta) is 8.707 / 8.707 eV. The value obtained for the HOMO energy (alpha / beta) is -8.741 / -8.741 eV. The calculation puts the LUMO energy (alpha / beta) at -0.0012 / -0.0012 hartree. For the energy above the lowest of the compared OMol25 structures with the same formula, charge and spin, the calculation gives 4.2980 eV.

***

# 4
Entry from OMol25: a structure of composition C26H69CaN2O12 in a non-equilibrium geometry (wB97M-V/def2-TZVPD).

Last column: Löwdin charge in e.
Geometry (Å):
Ca 0.40880 -2.38126 0.47746  1.479
C -0.34725 1.59263 0.14083  0.014
C -0.69022 0.20044 0.59764  -0.680
O -1.43463 -0.56653 -0.07561  -0.081
O -0.10506 -0.25977 1.63433  -0.126
H -1.10322 2.27531 0.55651  0.097
H -0.41987 1.68851 -0.94010  0.078
H 0.58559 1.95420 0.56017  0.054
C 0.71465 5.00603 -0.31011  -0.162
O 1.93180 4.79336 -0.98660  -0.119
H 0.59499 6.05372 -0.00507  0.093
H -0.10379 4.69837 -0.94775  0.067
H 0.69377 4.45984 0.64544  0.030
H 2.62226 5.33123 -0.59340  0.079
C -3.65100 3.31649 -1.99371  -0.160
O -3.53314 4.73074 -1.87952  -0.120
H -3.62579 3.08032 -3.05414  0.075
H -2.84380 2.77556 -1.49108  0.061
H -4.59161 2.94809 -1.57635  0.064
H -3.33671 4.96877 -0.97039  0.068
C -0.37894 4.25242 3.44157  -0.169
O -1.78864 4.34424 3.50405  -0.104
H 0.13985 5.07613 3.94487  0.086
H -0.09770 3.32208 3.93199  0.074
H 0.00293 4.23079 2.41361  0.041
H -2.05458 5.21241 3.18968  0.078
C 2.67313 -1.58470 2.86133  -0.073
O 2.49724 -2.45792 1.76444  -0.305
C 3.47916 -3.45286 1.68116  -0.195
C 2.95401 -4.51957 0.71759  -0.156
N 1.46465 -4.56633 0.57299  -0.141
C 0.80583 -5.32660 1.67926  -0.147
C 0.56824 -4.52577 2.94367  -0.211
O -0.09081 -3.30483 2.69181  -0.303
C -0.44092 -2.63120 3.89640  -0.060
H 2.34980 -2.05185 3.79362  0.087
H 2.05250 -0.70108 2.70708  0.072
H 3.71443 -1.26256 2.94043  0.104
H 3.64099 -3.93116 2.65891  0.130
H 4.45665 -3.08215 1.35856  0.137
H 3.36678 -5.50945 0.94982  0.127
H 3.37191 -4.33118 -0.27996  0.121
H 1.44362 -5.18428 -0.23529  0.109
H 1.42841 -6.18457 1.95134  0.132
H -0.15357 -5.66171 1.28609  0.120
H 1.45557 -4.41924 3.58059  0.130
H -0.10174 -5.14901 3.56000  0.140
H -1.06053 -3.28674 4.52371  0.104
H -1.04330 -1.77092 3.62292  0.096
H 0.43660 -2.35957 4.48020  0.086
C -2.71046 -3.73268 0.93616  -0.071
O -1.65963 -3.36548 0.07672  -0.339
C -1.78957 -4.01239 -1.19486  -0.194
C -1.00998 -3.31019 -2.27911  -0.162
N 0.44345 -3.12177 -1.96624  -0.105
C 0.95334 -1.96212 -2.72570  -0.184
C 2.22871 -1.39320 -2.17200  -0.196
O 2.09168 -1.10880 -0.79272  -0.283
C 2.77764 0.03914 -0.31915  -0.072
H -2.54752 -3.26022 1.90033  0.093
H -2.77683 -4.82138 1.05280  0.104
H -3.67266 -3.38531 0.54468  0.095
H -2.84570 -4.06107 -1.47472  0.120
H -1.47167 -5.06454 -1.10149  0.131
H -1.45899 -2.36645 -2.57744  0.122
H -1.09959 -3.96335 -3.15971  0.137
H 0.93287 -3.97030 -2.21871  0.117
H 0.19750 -1.17575 -2.73036  0.117
H 1.10571 -2.22022 -3.78083  0.139
H 2.47932 -0.48254 -2.72748  0.124
H 3.08197 -2.06259 -2.36417  0.134
H 2.19022 0.50769 0.46560  0.059
H 2.92983 0.78450 -1.10565  0.106
H 3.76289 -0.22160 0.08402  0.100
C -5.89675 0.29434 -0.96577  -0.063
C -4.75323 -0.67136 -1.06990  -0.506
C -5.12833 -1.82876 -1.98550  -0.057
O -3.61245 0.00020 -1.58793  -0.070
H -5.74707 0.99842 -0.13961  0.082
H -6.83219 -0.22788 -0.76339  0.082
H -5.96491 0.90122 -1.86723  0.082
H -4.49026 -1.11694 -0.10163  0.129
H -4.24373 -2.44180 -2.18066  0.051
H -5.54415 -1.47783 -2.92785  0.086
H -5.85291 -2.47301 -1.47755  0.082
H -2.82616 -0.20026 -1.05208  0.023
C 3.53323 3.03104 1.53878  -0.046
C 3.36849 3.23483 3.03110  -0.459
C 2.71194 2.01103 3.67631  -0.060
O 4.65462 3.44276 3.64272  -0.045
H 2.62518 3.21982 0.95931  0.052
H 3.84031 2.00177 1.31914  0.066
H 4.31507 3.66586 1.11994  0.090
H 2.74699 4.09460 3.27819  0.132
H 3.43583 1.19876 3.76937  0.069
H 1.79883 1.74774 3.12919  0.068
H 2.34914 2.19724 4.69133  0.085
H 5.12605 2.60427 3.62143  0.081
C 0.63396 2.01201 -3.94089  -0.069
C 0.06589 3.06557 -4.85846  -0.473
C -0.68070 4.17802 -4.17754  -0.034
O 1.18846 3.57871 -5.62404  -0.059
H 1.33249 1.39193 -4.51726  0.075
H -0.09211 1.30963 -3.52297  0.069
H 1.28262 2.40667 -3.15018  0.077
H -0.56676 2.55892 -5.59604  0.137
H -0.79051 5.03760 -4.84123  0.089
H -0.17353 4.54822 -3.28912  0.068
H -1.69058 3.86221 -3.90696  0.061
H 0.88736 3.72615 -6.52407  0.084

For the total energy, the calculation gives -2721.8702 hartree. The value obtained for the HOMO-LUMO gap is 8.918 eV. The value obtained for the HOMO energy is -11.458 eV. The total charge is +1. The calculation puts the LUMO energy at -0.0934 hartree. For the energy above the lowest of the compared OMol25 structures with the same formula, charge and spin, the calculation gives 0.0000 eV.

***

# 5
Entry from OMol25: the molecule C22H28N6O3 in a non-equilibrium geometry (wB97M-V/def2-TZVPD).

Last column: natural (NBO) charge in e.
Geometry (Å):
C -1.93611 -0.53209 3.40734  -0.599
H -1.41688 0.15052 4.07564  0.205
C -1.82142 -0.05421 1.96568  -0.398
C -0.36640 0.02065 1.50987  -0.409
H 0.17632 0.72626 2.13963  0.220
H 0.09512 -0.96448 1.60606  0.203
C -0.26793 0.47549 0.04297  -0.082
C -0.68607 1.90032 -0.07225  0.355
N -0.28219 2.90920 0.66772  -0.325
N -0.88294 3.99181 0.19304  -0.065
N -1.62773 3.70952 -0.79079  -0.072
N -1.53452 2.39575 -1.00658  -0.188
C -2.29072 1.72326 -2.02881  -0.239
C -3.31049 0.80207 -1.40779  -0.096
C -3.34926 -0.54730 -1.71668  -0.134
C -4.26215 -1.39442 -1.10993  -0.328
C -5.15369 -0.89280 -0.16760  0.311
C -5.12016 0.46991 0.14106  -0.244
C -4.21276 1.30262 -0.47278  -0.180
H -4.19663 2.35424 -0.22571  0.226
H -5.81961 0.84695 0.86946  0.230
O -6.07994 -1.62744 0.49862  -0.487
C -6.16847 -3.00743 0.23496  -0.253
H -6.42436 -3.20115 -0.81155  0.178
H -6.96754 -3.37803 0.87467  0.204
H -5.23675 -3.52488 0.48496  0.177
H -4.26273 -2.43909 -1.37744  0.223
H -2.66230 -0.95279 -2.44660  0.204
H -1.60637 1.16844 -2.67743  0.220
H -2.77861 2.51116 -2.61027  0.246
N 1.04204 0.34915 -0.58481  -0.449
C 1.40459 -1.00096 -0.96934  -0.223
C 2.61889 -0.93231 -1.89760  -0.231
N 3.71384 -0.26728 -1.22346  -0.420
C 4.81368 -0.99274 -0.90830  0.630
O 4.93546 -2.15246 -1.28351  -0.633
C 5.92160 -0.39658 -0.13916  0.148
C 7.13886 -0.99994 0.06602  -0.224
C 7.89547 -0.11886 0.86498  -0.320
C 7.09087 0.95489 1.09700  0.111
O 5.90174 0.79994 0.49827  -0.403
H 7.24125 1.85948 1.65320  0.206
H 8.89521 -0.26331 1.21890  0.232
H 7.43101 -1.95442 -0.31918  0.246
C 3.34515 1.06107 -0.79542  -0.218
H 4.16963 1.55807 -0.29505  0.240
C 2.13562 0.97303 0.13876  -0.251
H 1.82919 1.97199 0.45193  0.240
H 2.42047 0.39279 1.03197  0.170
H 3.06478 1.63879 -1.68387  0.196
H 2.95012 -1.93370 -2.17567  0.253
H 2.35981 -0.36241 -2.79561  0.194
H 0.56731 -1.46099 -1.49919  0.200
H 1.65839 -1.63119 -0.10034  0.173
H -0.95940 -0.13181 -0.55312  0.220
H -2.37573 -0.73227 1.31065  0.196
H -2.27891 0.93355 1.87623  0.203
H -1.49798 -1.52179 3.51828  0.199
H -2.97970 -0.58178 3.70796  0.210

For the total energy, the calculation gives -1409.3387 hartree. The value obtained for the HOMO-LUMO gap is 9.232 eV. The value obtained for the HOMO energy is -8.727 eV. Its SMILES is CCC[C@@H](c1nnnn1Cc1ccc(OC)cc1)N1CCN(C(=O)c2ccco2)CC1. The calculation puts the LUMO energy at 0.0185 hartree. For the energy above the lowest of the compared OMol25 structures with the same formula, charge and spin, the calculation gives 4.4707 eV.